Version A
This record from OMol25 describes C5H10O2 as an isolated structure. The level of theory is ωB97M-V/def2-TZVPD.

As for the orbital gap: 9.73 eV. The HOMO energy comes out at -9.12 eV. As for the total charge: 0. The LUMO energy comes out at 0.6 eV. The multiplicity is 1.

Element x y z (Å)
C 0.090 1.175 -1.600
C 0.401 0.175 -0.525
C 0.329 0.796 0.944
C -0.114 -0.523 1.211
C -0.962 -0.486 0.088
H -0.443 0.514 -2.424
H 0.940 1.856 -1.939
H -0.864 1.719 -1.267
H 1.219 -1.573 -0.384
H 1.255 1.248 1.552
H -0.699 1.456 1.231
H -0.839 -0.853 2.146
H 0.424 -2.404 1.235
H -1.402 -1.379 -0.470
H -1.585 0.508 0.088
O 1.342 -0.567 -0.952
O 0.908 -1.661 1.067


Version B
This record from OMol25 describes the molecule C5H10O2. The level of theory is ωB97M-V/def2-TZVPD.

As for the orbital gap: 10.98 eV. The HOMO energy comes out at -9.98 eV. As for the total charge: 0. The LUMO energy comes out at 1.0 eV. The multiplicity is 1. As for the SMILES: C[C@@H](O)CCC=O.

Element x y z (Å)
C 2.040 -0.322 0.952
C 0.874 -0.494 -0.013
O 0.015 -1.546 0.398
C 0.103 0.813 -0.225
C -1.139 0.605 -1.086
C -2.294 -0.010 -0.331
O -2.406 -0.008 0.874
H 2.757 0.420 0.581
H 1.681 0.014 1.933
H 2.559 -1.276 1.084
H 1.260 -0.827 -0.986
H -0.486 -1.232 1.165
H -0.203 1.222 0.747
H 0.770 1.550 -0.688
H -0.924 -0.019 -1.963
H -1.514 1.562 -1.479
H -3.092 -0.453 -0.963


Version C
This record from OMol25 describes a 2-piece molecular cluster, C5H10O2 overall. The level of theory is ωB97M-V/def2-TZVPD.

As for the orbital gap: 9.43 eV. The HOMO energy comes out at -9.56 eV. As for the total charge: 0. The LUMO energy comes out at -0.1 eV. The multiplicity is 1. As for the SMILES: C[C@@H](O)/C=C\C=O.[H][H].

Element x y z (Å)
C -2.160 -0.607 -0.094
C -0.792 -0.054 -0.473
O -0.897 1.340 -0.444
C 0.361 -0.661 0.340
C 1.688 -0.439 0.176
C 2.257 0.654 -0.590
O 1.652 1.573 -1.134
H -2.167 -1.702 -0.092
H -2.477 -0.243 0.891
H -2.900 -0.257 -0.820
H -0.524 -0.417 -1.478
H -0.045 1.682 -0.782
H 0.078 -1.460 1.031
H 2.390 -1.056 0.731
H 3.357 0.629 -0.674
H -0.274 0.476 1.782
H 0.455 0.542 1.632


Version D
This record from OMol25 describes the molecule C5H10O2. The level of theory is ωB97M-V/def2-TZVPD.

As for the orbital gap: 10.65 eV. The HOMO energy comes out at -9.75 eV. As for the total charge: 0. The LUMO energy comes out at 0.9 eV. The multiplicity is 1. As for the SMILES: OC[C@H]1CCOC1.

Element x y z (Å)
O 2.340 0.537 0.292
C 1.507 -0.467 -0.265
C 0.189 -0.609 0.510
C -0.427 0.745 0.891
C -1.378 1.061 -0.286
O -1.288 -0.035 -1.190
C -0.886 -1.159 -0.430
H 2.725 1.041 -0.433
H 1.264 -0.232 -1.310
H 2.035 -1.433 -0.253
H 0.331 -1.248 1.387
H -0.981 0.661 1.832
H 0.356 1.493 1.029
H -1.102 1.966 -0.837
H -2.416 1.175 0.058
H -0.531 -1.921 -1.132
H -1.737 -1.573 0.136


Taking the most stable structure as the zero point, the relative energies in kJ/mol are version A 524.8; version B 0.0; version C 259.2; version D 39.8.


Version A
This record from OMol25 describes the molecule C5H10O2. The level of theory is ωB97M-V/def2-TZVPD.

As for the orbital gap: 11.05 eV. The HOMO energy comes out at -10.23 eV. As for the total charge: 0. The LUMO energy comes out at 0.8 eV. The multiplicity is 1. As for the SMILES: CC[C@@H](O)CC=O.

Element x y z (Å)
C -2.420 -0.387 -0.114
C -1.139 0.269 -0.618
C 0.131 -0.276 0.071
O 0.653 -1.396 -0.628
C 1.206 0.807 0.078
C 2.503 0.301 0.752
O 2.466 -0.618 1.542
H -3.300 -0.030 -0.660
H -2.359 -1.473 -0.221
H -2.575 -0.154 0.947
H -1.036 0.143 -1.704
H -1.224 1.355 -0.454
H -0.120 -0.578 1.102
H 1.557 -1.499 -0.298
H 0.815 1.678 0.623
H 1.335 1.115 -0.971
H 3.507 0.744 0.552


Version B
This record from OMol25 describes C5H10O2 as an isolated structure. The level of theory is ωB97M-V/def2-TZVPD.

As for the orbital gap (alpha / beta): 7.87 / 7.87 eV. The HOMO energy (alpha / beta) comes out at -7.67 / -7.67 eV. As for the total charge: 0. The LUMO energy (alpha / beta) comes out at 0.2 / 0.2 eV. The multiplicity is 1.

Element x y z (Å)
C 2.218 0.385 0.575
O 0.792 1.112 -0.460
C 0.662 -0.195 -0.072
C -0.180 -0.540 1.155
C -1.001 -0.710 -0.034
C -1.801 0.394 -0.620
O -2.456 0.015 -1.817
H 2.532 -0.556 1.047
H 2.066 1.163 1.316
H 2.916 0.674 -0.206
H 1.082 -1.001 -0.688
H 0.131 -1.430 1.704
H -0.357 0.333 1.783
H -1.153 -1.707 -0.436
H -2.568 0.768 0.069
H -1.078 1.232 -0.791
H -1.804 0.063 -2.526


Version C
This record from OMol25 describes the molecule C5H10O2. The level of theory is ωB97M-V/def2-TZVPD.

As for the orbital gap: 10.44 eV. The HOMO energy comes out at -9.49 eV. As for the total charge: 0. The LUMO energy comes out at 1.0 eV. The multiplicity is 1. As for the SMILES: C=CC[C@@H](O)CO.

Element x y z (Å)
C 1.924 -0.026 1.136
C 0.984 0.927 1.237
C 0.223 1.235 -0.041
C -0.164 -0.158 -0.666
O 0.053 -1.174 0.310
C -1.630 -0.320 -1.028
O -1.879 -1.642 -1.444
H 2.299 -0.617 1.964
H 2.272 -0.341 0.151
H 0.715 1.366 2.194
H -0.685 1.831 0.131
H 0.858 1.803 -0.731
H 0.451 -0.360 -1.556
H 0.092 -0.611 1.135
H -2.208 -0.059 -0.122
H -1.927 0.345 -1.843
H -1.379 -2.198 -0.825


Version D
This record from OMol25 describes a 2-piece molecular cluster, C5H10O2 overall. The level of theory is ωB97M-V/def2-TZVPD.

As for the orbital gap: 8.94 eV. The HOMO energy comes out at -8.40 eV. As for the total charge: 0. The LUMO energy comes out at 0.5 eV. The multiplicity is 1. As for the SMILES: C=C/C=C(/C)O.O.

Element x y z (Å)
C 1.003 -0.730 -2.466
C 0.299 0.095 -1.650
C -0.355 -0.327 -0.470
C -0.811 0.361 0.575
C -1.888 -0.138 1.540
O -0.282 1.590 0.820
H 1.936 -0.338 -2.974
H 0.603 -1.786 -2.581
H 0.480 1.153 -1.637
H -0.719 -1.348 -0.572
H -2.218 -1.146 1.271
H -2.851 0.528 1.535
H -1.522 -0.163 2.579
H 0.466 1.525 1.459
O 1.983 0.034 1.247
H 2.531 0.714 0.839
H 1.344 -0.024 0.485


Taking the most stable structure as the zero point, the relative energies in kJ/mol are version A 0.0; version B 498.7; version C 151.1; version D 161.6.


Version A
This record from OMol25 describes a 2-piece molecular cluster, C5H10O2 overall. The level of theory is ωB97M-V/def2-TZVPD.

As for the orbital gap: 9.75 eV. The HOMO energy comes out at -8.68 eV. As for the total charge: 0. The LUMO energy comes out at 1.1 eV. The multiplicity is 1. As for the SMILES: CO/C=C\CC=O.[H][H].

Element x y z (Å)
C -1.900 1.240 0.941
O -0.524 1.069 0.664
C -0.169 0.849 -0.620
C 1.039 0.372 -0.929
C 1.937 -0.242 0.117
C 1.430 -1.652 -0.025
O 0.591 -2.151 0.692
H -2.387 1.881 0.195
H -1.959 1.718 1.921
H -2.412 0.272 0.977
H -0.903 1.112 -1.385
H 1.297 0.233 -1.973
H 3.000 -0.150 -0.130
H 1.733 0.145 1.118
H 1.768 -2.166 -0.951
H -1.441 -1.020 -0.528
H -1.098 -1.509 -0.083


Version B
This record from OMol25 describes the molecule C5H10O2. The level of theory is ωB97M-V/def2-TZVPD.

As for the orbital gap: 10.60 eV. The HOMO energy comes out at -9.69 eV. As for the total charge: 0. The LUMO energy comes out at 0.9 eV. The multiplicity is 1. As for the SMILES: OCCC1COC1.

Element x y z (Å)
O 2.140 -0.635 1.286
C 1.905 -0.344 -0.087
C 0.501 -0.789 -0.518
C -0.553 0.310 -0.586
C -2.014 -0.155 -0.452
O -2.197 0.590 0.760
C -0.853 1.081 0.712
H 1.896 0.128 1.820
H 2.663 -0.905 -0.643
H 2.074 0.723 -0.296
H 0.214 -1.531 0.237
H 0.535 -1.308 -1.484
H -0.382 0.968 -1.445
H -2.133 -1.235 -0.290
H -2.707 0.167 -1.239
H -0.821 2.175 0.639
H -0.269 0.761 1.587


Version C
This record from OMol25 describes the molecule C5H10O2. The level of theory is ωB97M-V/def2-TZVPD.

As for the orbital gap: 10.95 eV. The HOMO energy comes out at -9.89 eV. As for the total charge: 0. The LUMO energy comes out at 1.1 eV. The multiplicity is 1. As for the SMILES: C[C@@H](O)[C@H]1CCO1.

Element x y z (Å)
C 0.522 1.373 -1.780
C 0.125 0.027 -1.118
O 1.414 -0.500 -0.820
C -0.708 0.032 0.155
C -0.786 -1.285 0.946
C -0.134 -0.479 2.074
O 0.038 0.670 1.220
H 1.361 1.323 -2.493
H -0.355 1.692 -2.320
H 0.781 2.146 -1.054
H -0.350 -0.662 -1.839
H 1.676 -0.014 -0.019
H -1.679 0.517 0.001
H -1.788 -1.672 1.141
H -0.154 -2.071 0.531
H 0.826 -0.849 2.453
H -0.789 -0.249 2.923


Version D
This record from OMol25 describes a 3-piece molecular cluster, C5H10O2 overall. The level of theory is ωB97M-V/def2-TZVPD.

As for the orbital gap: 4.34 eV. The HOMO energy comes out at -7.45 eV. As for the total charge: 0. The LUMO energy comes out at -3.1 eV. The multiplicity is 1.

Element x y z (Å)
C 0.666 0.128 -0.084
C -4.328 -0.193 0.201
C -3.088 -0.024 -0.056
O 3.680 -0.073 1.069
C -1.774 0.100 -0.218
C -0.630 0.102 0.576
H 1.459 0.410 0.607
H 0.655 0.872 -0.879
H 1.005 -0.836 -0.512
H -4.799 0.250 1.074
H -5.020 -0.586 -0.539
H 4.615 0.064 1.219
H -1.577 0.651 -1.147
H -0.661 0.215 1.655
H 3.439 -0.816 -1.694
H 3.436 -0.123 -0.025
O 2.922 -0.139 -1.245


Taking the most stable structure as the zero point, the relative energies in kJ/mol are version A 134.2; version B 20.3; version C 0.0; version D 544.9.


Version A
This record from OMol25 describes the molecule C5H10O2. The level of theory is ωB97M-V/def2-TZVPD.

As for the orbital gap: 10.82 eV. The HOMO energy comes out at -9.79 eV. As for the total charge: 0. The LUMO energy comes out at 1.0 eV. The multiplicity is 1. As for the SMILES: OC[C@H]1CCCO1.

Element x y z (Å)
O -2.416 0.687 1.483
C -1.215 -0.070 1.532
C -0.181 0.601 0.474
C 1.494 0.641 -0.217
C 1.387 -0.427 -1.314
C 0.001 -0.930 -0.962
O -0.803 0.225 -0.754
H -2.791 0.606 0.594
H -1.456 -1.124 1.299
H -0.900 -0.014 2.575
H -0.279 1.641 0.720
H 2.440 0.573 0.353
H 1.458 1.644 -0.660
H 2.114 -1.248 -1.239
H 1.426 -0.022 -2.331
H 0.205 -1.175 0.125
H -0.483 -1.608 -1.678


Version B
This record from OMol25 describes the molecule C5H10O2. The level of theory is ωB97M-V/def2-TZVPD.

As for the orbital gap: 11.31 eV. The HOMO energy comes out at -10.21 eV. As for the total charge: 0. The LUMO energy comes out at 1.1 eV. The multiplicity is 1. As for the SMILES: CC[C@@H]1C[C@@H](O)O1.

Element x y z (Å)
C -2.223 -0.680 -0.534
C -1.172 0.415 -0.687
C -0.009 0.217 0.247
C 1.216 1.118 0.067
C 1.985 -0.181 -0.185
O 2.605 -0.748 0.912
O 0.732 -0.953 -0.188
H -3.018 -0.564 -1.276
H -1.775 -1.670 -0.667
H -2.682 -0.649 0.461
H -0.765 0.406 -1.706
H -1.604 1.406 -0.509
H -0.345 0.123 1.292
H 1.547 1.688 0.937
H 1.141 1.761 -0.814
H 2.567 -0.269 -1.114
H 1.775 -1.298 1.045


Version C
This record from OMol25 describes the molecule C5H10O2. The level of theory is ωB97M-V/def2-TZVPD.

As for the orbital gap: 10.46 eV. The HOMO energy comes out at -9.56 eV. As for the total charge: 0. The LUMO energy comes out at 0.9 eV. The multiplicity is 1. As for the SMILES: C[C@@H](O)[C@H]1CCO1.

Element x y z (Å)
C -2.079 -0.529 0.596
C -1.108 0.238 -0.285
O -0.989 1.535 0.270
C 0.229 -0.494 -0.358
C 1.482 0.282 -0.799
C 2.033 -0.135 0.570
O 0.793 -0.752 0.938
H -3.036 -0.002 0.654
H -2.251 -1.537 0.204
H -1.658 -0.612 1.602
H -1.499 0.297 -1.317
H -0.502 2.084 -0.355
H 0.079 -1.434 -0.911
H 2.004 -0.111 -1.674
H 1.345 1.360 -0.918
H 2.304 0.677 1.254
H 2.852 -0.865 0.530


Taking the most stable structure as the zero point, the relative energies in kJ/mol are version A 180.9; version B 13.4; version C 0.0.